Molecular formula: C44H39CaN6O5P2SSe2
Method: DFT, wB97M-V/def2-TZVPD

Cartesian coordinates (Å):
1 C -4.8588 2.8660 -2.2930
2 H -4.9717 -2.0191 0.3232
3 O 2.1879 4.4090 0.8689
4 C -3.9348 -1.7302 0.2202
5 H -2.1348 -4.7163 1.6805
6 H -1.7054 -4.5465 4.1386
7 H -4.3821 0.3584 0.2447
8 C 3.3225 -6.2419 4.2243
9 Se 1.2530 2.3259 -5.1730
10 H 0.0237 -2.8581 4.1527
11 C -3.6010 -0.3851 0.1655
12 C -3.6409 -0.4990 -4.7517
13 C 3.6721 -4.0563 1.1578
14 H 1.1082 4.5876 -2.6578
15 C -1.6012 1.2634 -4.0687
16 C 3.8925 1.4319 2.8781
17 H -2.3105 2.4610 -5.7131
18 O 4.4763 -4.0789 0.2590
19 C 0.1005 4.9352 -2.8587
20 H 3.3435 -6.1518 5.3016
21 C 5.0543 0.7920 2.4913
22 C -0.8793 -4.7011 3.4427
23 H -4.6612 5.6679 -0.4053
24 H -0.5952 -5.5400 1.4450
25 C -2.4504 5.8277 -3.4597
26 C -3.4852 0.6919 -5.4543
27 C -2.1118 4.4969 -3.6788
28 C -1.6121 -2.3219 0.0228
29 C -1.2730 -0.9797 -0.0280
30 C -0.8377 4.0395 -3.3790
31 C 0.3666 1.9326 -2.0114
32 C -3.7960 2.1583 -1.7559
33 H 0.4960 6.9437 -2.2351
34 C 3.4601 -5.1139 3.4315
35 H 3.0373 -8.5833 1.7906
36 N 0.9084 1.8303 0.1192
37 H 6.6274 0.7867 1.0321
38 C -3.3751 3.9685 -0.2191
39 H -0.8812 -2.6791 2.6553
40 H -0.1730 -5.3645 3.9526
41 Ca 1.1228 2.6811 2.2410
42 H 3.3443 -6.5693 0.3729
43 N 2.9815 -2.8610 1.4000
44 C 3.4514 -5.2375 2.0443
45 N 1.0067 -3.5356 2.4409
46 C -0.1576 1.8733 -0.7140
47 C -3.0582 2.7009 -0.7012
48 N 1.7084 1.8831 -1.8874
49 C 4.0177 2.8949 1.1056
50 S 1.3865 -0.9360 2.2344
51 H -6.0016 4.6777 -2.2296
52 H -5.4395 2.4281 -3.0943
53 C -1.3940 -5.3538 2.1663
54 H -2.8574 3.8237 -4.0770
55 H 1.3195 -4.4861 2.3086
56 N 2.0079 1.8157 -0.6194
57 H 5.4450 -0.0688 3.0185
58 O 1.9417 1.6607 4.2140
59 H 3.3521 -2.0863 0.8642
60 C -2.9437 -2.6981 0.1426
61 C -1.5190 6.7067 -2.9368
62 H -0.8352 -3.0739 -0.0350
63 C -0.2223 -3.3514 3.2097
64 P -1.7683 1.7285 0.0995
65 C 3.2618 4.0250 0.4464
66 C -0.2383 6.2558 -2.6338
67 H -1.0324 -0.2138 -2.6240
68 C -5.1703 4.1279 -1.8083
69 C 5.7169 1.2673 1.3616
70 C 3.1590 -7.4875 3.6307
71 H -4.1518 0.9312 -6.2718
72 H -0.2311 -0.6916 -0.1134
73 H 3.3324 5.2274 -0.9824
74 P -0.2222 2.3574 -3.6945
75 H -3.2104 -3.7463 0.1768
76 H 4.3317 -0.0692 4.7771
77 C -2.7552 -0.8258 -3.7378
78 H -2.8193 4.3834 0.6119
79 C -4.4197 4.6837 -0.7829
80 H -1.8651 -6.3124 2.3781
81 Se -1.6248 2.2222 2.2030
82 O 3.8979 4.5500 -0.5754
83 C 3.1543 -7.6108 2.2481
84 C 1.7950 -2.5491 2.0479
85 C 3.3160 -6.4876 1.4510
86 H -2.8491 -1.7646 -3.2087
87 H -3.4471 6.1725 -3.7010
88 C -2.4602 1.5626 -5.1274
89 N 3.4087 2.4642 2.1967
90 C 3.0120 1.1038 4.0768
91 C -2.2687 -0.0059 0.0264
92 H -4.4390 -1.1799 -5.0160
93 C -1.7348 0.0536 -3.4006
94 H 3.0434 -8.3666 4.2500
95 H -1.7831 7.7426 -2.7718
96 H -3.5671 1.1758 -2.1445
97 H 3.5773 -4.1384 3.8880
98 O 3.4502 0.2636 4.9898
99 C 5.2037 2.3403 0.6516
100 H 5.6828 2.7149 -0.2407

Properties
Kohn-Sham gap	5.9	eV
charge	+1
multiplicity	1
energy relative to the best compared isomer or geometry (same formula, charge and spin)	27.5	kcal per mole
electronic energy	-243984.3772	eV

=====

Molecular formula: C15H20F6N2RhSbSeSi
Method: DFT, wB97M-V/def2-TZVPD

Cartesian coordinates (Å):
1 H 1.9952 -5.1346 0.7506
2 F 2.6526 -0.7908 -2.5318
3 Sb 2.4562 0.1423 -0.9361
4 C -2.6153 -4.8020 1.4367
5 F 2.2678 -1.5571 0.0263
6 C -1.4670 -5.4141 0.9509
7 C -0.9334 -3.4252 -0.2917
8 C 4.4553 -2.1130 1.9859
9 H 2.8924 -4.0169 -0.2901
10 H -0.2963 -2.8946 -0.9951
11 H 1.1312 1.3343 4.0812
12 F 2.0700 0.7847 0.8748
13 H 3.7320 -5.3471 0.5162
14 N -1.7686 -0.5149 0.8691
15 H -1.8778 -1.1370 -1.1155
16 H -1.2300 -6.4301 1.2374
17 H -3.0828 2.2859 3.7945
18 C -1.7394 0.9647 2.6422
19 H 4.1115 -5.0368 3.8585
20 C 3.2155 -4.4224 3.7359
21 H -3.4239 -1.1551 -0.2383
22 F 0.5308 -0.1280 -1.0084
23 C -2.0879 -2.8134 0.1912
24 F 2.2981 1.8469 -1.6418
25 H 0.2355 -5.2303 -0.3328
26 F 4.2698 0.1443 -0.4929
27 H -3.4902 0.4890 1.4657
28 H 3.1724 -3.7227 4.5721
29 Rh 0.2632 -0.6876 1.3585
30 C -2.0954 1.8798 3.6453
31 C -2.4315 0.3056 1.6309
32 H -3.2717 -5.3388 2.1086
33 C -0.9419 2.1381 4.3700
34 C -2.9278 -3.5052 1.0540
35 H 5.4789 -2.5003 1.9814
36 H 2.3465 -5.0799 3.7854
37 H -3.8331 -3.0342 1.4188
38 H 4.3090 -1.5460 1.0687
39 C -0.6321 -4.7309 0.0790
40 H 4.3561 -1.4430 2.8404
41 N -0.3933 0.6928 2.7612
42 C -2.3558 -1.3649 -0.1623
43 Se 0.9565 -2.4521 2.6427
44 C 2.9381 -4.6024 0.6245
45 Si 3.2812 -3.5355 2.1000
46 H -0.8256 2.7917 5.2175
47 C 0.0909 1.3699 3.7991

Properties
Kohn-Sham gap (alpha / beta)	5.7 / 5.3	eV
charge	+1
multiplicity	2
electronic energy	-117930.4020	eV

=====

Molecular formula: C4H10NO2S
Method: DFT, wB97M-V/def2-TZVPD

Cartesian coordinates (Å):
1 H -1.0962 2.1728 0.4870
2 H 0.1421 -0.8753 2.0002
3 H 0.4208 -1.9437 -1.3165
4 H -0.3532 2.5053 -1.2145
5 C 0.0203 0.4108 -0.4044
6 H -0.9476 -2.5185 -1.0840
7 C 1.4177 0.1896 0.1738
8 H 0.6043 2.4523 0.1799
9 C -0.8471 -0.8680 1.6115
10 H 1.6748 0.7096 1.1256
11 S 2.6871 0.6753 -1.1502
12 O -1.8573 -1.2549 2.2439
13 O -0.2331 -2.4467 -1.7783
14 H -1.8758 -0.1832 -0.0756
15 H -0.0573 0.1548 -1.4776
16 N -1.0022 -0.2732 0.3904
17 C -0.2878 1.9455 -0.1553
18 H 1.5907 -0.8524 0.4441

Properties
Kohn-Sham gap	6.5	eV
charge	-1
multiplicity	1
energy relative to the best compared isomer or geometry (same formula, charge and spin)	43.1	kcal per mole
electronic energy	-20731.0686	eV